[1]
This record from OMol25 describes a molecular structure, CH8Ni3O7. The level of theory is ωB97M-V/def2-TZVPD.

```
19
Properties=species:S:1:pos:R:3
Ni -0.84 -1.60 1.73
Ni 1.31 1.77 1.88
Ni 1.69 -0.84 -1.20
C 0.01 0.31 0.29
O 1.06 0.84 -0.02
O -0.02 -0.90 0.00
O -0.28 0.40 1.47
O -2.71 -1.73 0.70
H -2.81 -1.39 -0.19
H -3.60 -1.92 0.99
O 0.89 3.95 -1.42
H 0.54 4.59 -2.03
H 0.66 3.10 -1.80
O 0.18 -0.37 -2.74
H -0.25 0.43 -3.04
H 0.06 -1.00 -3.45
O 1.12 -1.97 2.66
H 1.63 -2.58 3.19
H 1.37 -1.11 2.99
```

As for the net charge: +4. Its multiplicity is 7. The value obtained for the energy is -138574.2172 eV.

These are the Mulliken partial charges, in e, on atoms 1 to 5: 0.99, 1.13, 1.13, 2.10, -0.85



[2]
This record from OMol25 describes 7 unconnected molecules or ions with the total composition C28H53BrO12S. The level of theory is ωB97M-V/def2-TZVPD.

```
95
Properties=species:S:1:pos:R:3
C -3.63 -1.55 -0.79
C -3.85 -0.61 -2.07
O -3.41 0.76 -1.87
C -2.05 0.91 -2.24
C -1.00 0.60 -1.04
Br -1.49 1.56 0.63
C 0.45 1.01 -1.63
C 1.60 0.17 -0.91
C 1.82 0.50 0.64
O 3.25 0.44 0.96
C 3.69 -0.92 0.97
C 4.32 -1.64 -0.30
O 3.56 -1.56 2.03
C 0.70 2.59 -1.67
O -0.47 3.40 -1.92
S -1.61 2.62 -2.85
O -2.88 3.44 -2.73
O -1.29 2.59 -4.32
H -4.36 -2.43 -0.87
H -3.88 -0.91 0.13
H -2.58 -2.00 -0.72
H -3.40 -1.13 -2.97
H -4.98 -0.58 -2.25
H -1.74 0.19 -3.08
H -0.99 -0.51 -0.78
H 0.44 0.65 -2.72
H 2.62 0.24 -1.44
H 1.30 -0.93 -0.97
H 1.23 -0.26 1.26
H 1.46 1.53 0.96
H 5.11 -1.00 -0.79
H 4.80 -2.62 0.05
H 3.52 -1.92 -1.08
H 1.09 2.88 -0.63
H 1.57 2.81 -2.39
C -8.42 -0.67 0.79
C -7.34 -1.69 0.99
C -6.79 -1.86 2.38
O -6.92 -2.36 0.06
H -8.72 -0.66 -0.26
H -9.29 -0.93 1.40
H -8.06 0.32 1.07
H -7.58 -2.18 3.06
H -6.35 -0.93 2.72
H -6.01 -2.63 2.37
C 2.57 2.52 -5.17
C 2.87 1.07 -4.88
C 2.44 0.06 -5.91
O 3.44 0.73 -3.86
H 2.94 3.13 -4.34
H 3.08 2.83 -6.08
H 1.50 2.67 -5.26
H 2.94 0.26 -6.86
H 1.36 0.10 -6.04
H 2.72 -0.94 -5.58
C -2.75 6.39 -1.96
C -2.53 7.75 -2.57
C -2.31 7.81 -4.06
O -2.53 8.76 -1.90
H -2.89 6.50 -0.88
H -3.64 5.93 -2.39
H -1.87 5.76 -2.14
H -3.18 7.41 -4.58
H -1.42 7.24 -4.33
H -2.17 8.85 -4.37
C -6.17 -1.33 6.84
C -6.76 -2.70 6.63
C -5.89 -3.89 6.94
O -7.90 -2.83 6.22
H -6.90 -0.57 6.58
H -5.89 -1.20 7.89
H -5.29 -1.20 6.20
H -5.61 -3.87 7.99
H -5.00 -3.87 6.30
H -6.45 -4.80 6.74
C 8.33 -0.43 2.67
C 7.77 -0.08 1.31
C 7.70 1.37 0.94
O 7.40 -0.95 0.54
H 8.33 -1.51 2.80
H 9.36 -0.07 2.75
H 7.71 0.02 3.45
H 8.70 1.81 0.95
H 7.05 1.90 1.65
H 7.28 1.47 -0.06
C 5.83 -4.39 2.08
C 5.25 -5.76 1.86
C 6.13 -6.94 2.17
O 4.11 -5.91 1.45
H 5.08 -3.63 1.81
H 6.09 -4.26 3.13
H 6.71 -4.25 1.44
H 6.41 -6.93 3.23
H 7.02 -6.92 1.54
H 5.58 -7.86 1.97
```

Its structure (SMILES) is CCO[C@@H]1[C@H](Br)[C@H](CCOC(C)=O)COS1(=O)=O.CC(C)=O.CC(C)=O.CC(C)=O.CC(C)=O.CC(C)=O.CC(C)=O. Its multiplicity is 1. The value obtained for the energy is -135338.8930 eV.

These are the Mulliken partial charges, in e, on atoms 1 to 5: -0.85, -0.22, -0.33, -0.27, -0.30



[3]
This record from OMol25 describes 2 unconnected molecules or ions with the total composition C6H9NO. The level of theory is ωB97M-V/def2-TZVPD.

```
17
Properties=species:S:1:pos:R:3
C -2.82 0.82 0.51
C -1.62 0.95 0.51
C 0.04 1.37 0.31
C 0.33 1.64 -1.13
O 0.59 1.84 1.26
H -3.84 0.51 0.50
H 0.50 2.71 -1.25
H -0.46 1.31 -1.80
H 1.24 1.09 -1.41
C 1.67 -1.46 1.10
C 0.54 -1.18 0.45
N 0.13 -1.67 -0.77
H 1.95 -0.89 1.98
H 2.35 -2.22 0.75
H -0.33 -0.56 0.92
H 0.61 -2.52 -1.06
H -0.88 -1.74 -0.86
```

Its structure (SMILES) is C#CC(C)=O.C=CN. The calculation puts the energy above the lowest of the compared OMol25 structures with the same formula, charge and spin at 4.313 eV. Its multiplicity is 1. The value obtained for the energy is -9901.2915 eV.

These are the Mulliken partial charges, in e, on atoms 1 to 5: 0.11, -0.68, 0.64, -1.09, -0.46



[4]
This record from OMol25 describes a molecular structure, C17H38BrN9O4P2S3SbTi. The level of theory is ωB97M-V/def2-TZVPD.

```
76
Properties=species:S:1:pos:R:3
Ti -1.08 -0.79 0.05
S -1.29 -4.68 3.01
Sb -1.08 -2.39 3.20
S 0.81 -1.93 1.80
S -2.73 -1.54 1.50
C -0.61 3.35 1.72
N 0.68 2.69 1.70
C 1.76 3.55 2.16
P 0.84 1.04 1.93
O -0.51 0.56 1.49
O 2.15 0.76 1.02
P 2.21 0.07 -0.44
O 0.85 -0.32 -0.89
N 3.31 -1.13 -0.39
C 2.99 -2.50 -0.77
C 4.47 -1.01 0.48
N 2.89 1.24 -1.36
C 2.26 2.55 -1.41
C 4.20 1.18 -1.97
N 1.43 0.92 3.45
C 0.45 1.24 4.49
C 2.45 -0.01 3.89
H -0.58 4.23 1.07
H -0.88 3.71 2.73
H -1.39 2.68 1.37
H 1.77 4.46 1.57
H 2.73 3.05 2.04
H 1.65 3.82 3.22
H 2.00 -2.54 -1.23
H 3.00 -3.13 0.12
H 3.74 -2.86 -1.47
H 4.70 0.04 0.68
H 5.34 -1.46 -0.01
H 4.29 -1.52 1.43
H 1.31 2.55 -0.87
H 2.08 2.85 -2.45
H 2.90 3.31 -0.95
H 4.56 0.16 -2.00
H 4.92 1.80 -1.43
H 4.14 1.56 -3.00
H -0.32 1.92 4.11
H 0.96 1.74 5.32
H -0.04 0.34 4.86
H 3.14 -0.24 3.08
H 2.03 -0.95 4.24
H 3.01 0.47 4.71
C -5.84 0.68 0.23
N -4.93 1.31 -0.73
C -5.44 1.71 -2.03
C -3.64 1.11 -0.56
N -2.51 0.96 -0.38
H -6.58 1.41 0.55
H -5.28 0.32 1.08
H -6.35 -0.17 -0.24
H -6.20 2.49 -1.89
H -5.89 0.86 -2.55
H -4.63 2.11 -2.63
N -2.11 -4.35 -0.03
C -0.90 -3.81 -0.25
N 0.18 -4.55 0.06
O -0.78 -2.67 -0.79
H -2.12 -4.97 0.78
H -2.84 -3.65 0.03
H 0.01 -5.20 0.82
H 0.96 -3.94 0.29
Br -3.70 -2.55 -2.36
C -2.34 -1.52 -3.17
C -2.17 -1.65 -4.54
C -1.24 -0.82 -5.15
C -0.58 0.13 -4.39
C -0.85 0.16 -3.03
N -1.67 -0.68 -2.41
H -2.74 -2.38 -5.09
H -1.07 -0.90 -6.22
H 0.12 0.82 -4.82
H -0.36 0.88 -2.40
```

The calculation puts the energy above the lowest of the compared OMol25 structures with the same formula, charge and spin at 0.502 eV. Its multiplicity is 2. The value obtained for the energy is -190634.8805 eV.

These are the Mulliken partial charges, in e, on atoms 1 to 5: 0.63, -0.76, 0.09, -0.40, -0.56



[5]
This record from OMol25 describes 3 unconnected molecules or ions with the total composition C4H18N2O2. The level of theory is ωB97M-V/def2-TZVPD.

```
26
Properties=species:S:1:pos:R:3
C 1.05 1.89 0.10
C -0.14 0.93 -0.13
C 0.28 -0.26 -0.98
C -0.02 -1.67 -0.47
N 1.16 -2.61 -0.81
N -1.35 1.70 -0.63
H 0.89 2.96 0.15
H 1.47 1.60 1.07
H 1.90 1.91 -0.62
H -0.42 0.74 0.94
H 1.29 -0.17 -1.28
H -0.20 -0.16 -1.96
H 0.05 -1.73 0.60
H -0.96 -2.22 -0.74
H 0.94 -2.94 -1.75
H 2.05 -2.11 -0.72
H 1.11 -3.42 -0.15
H -1.92 2.17 0.15
H -2.03 1.13 -1.16
H -1.06 2.49 -1.24
H -3.11 3.97 0.19
H -2.81 3.72 1.63
O -2.41 3.57 0.75
H 1.08 -3.35 2.47
H 2.51 -3.76 1.84
O 1.58 -3.56 1.67
```

The calculation puts the energy above the lowest of the compared OMol25 structures with the same formula, charge and spin at 0.751 eV. As for the net charge: +2. Its multiplicity is 1. The value obtained for the energy is -11499.3219 eV.

These are the Mulliken partial charges, in e, on atoms 1 to 5: -1.51, 0.42, -1.02, -0.66, -0.31



[6]
This record from OMol25 describes a molecular structure, C15H24Br22FN3O3P. The level of theory is ωB97M-V/def2-TZVPD.

```
69
Properties=species:S:1:pos:R:3
C 4.50 -2.26 2.02
O 3.07 -2.33 1.79
C 2.58 -1.06 2.16
N 1.09 -1.03 1.96
C 0.77 -0.11 0.95
N 0.69 -0.60 -0.37
C -0.66 -1.03 -0.79
C -1.46 -1.85 0.25
F -1.46 0.01 -1.23
N 0.62 1.15 1.22
C 0.34 2.16 0.17
C 1.52 2.25 -0.86
O 1.50 1.70 -1.87
Br 3.05 3.34 -0.34
P 0.72 1.86 2.92
C 2.52 1.94 3.44
O -0.06 0.84 3.98
H 5.00 -1.60 1.27
H 4.95 -3.27 1.97
H 4.71 -1.81 3.02
H 2.77 -0.87 3.24
H 3.05 -0.26 1.54
H 0.89 -1.98 1.61
H 1.29 -1.42 -0.43
H -0.51 -1.70 -1.67
H -0.92 -2.78 0.54
H -2.41 -2.20 -0.20
H -1.67 -1.29 1.18
H -0.64 2.01 -0.33
H 0.29 3.16 0.64
H 2.68 1.13 4.20
H 3.23 1.70 2.62
H 2.73 2.90 3.95
H 0.55 0.13 4.27
C 4.31 0.44 -4.42
Br 4.44 2.19 -5.21
Br 5.07 -0.92 -5.56
Br 5.07 0.40 -2.64
H 3.25 0.21 -4.32
C 7.65 4.58 -5.17
Br 7.79 6.34 -5.95
Br 8.41 3.22 -6.31
Br 8.40 4.52 -3.39
H 6.59 4.36 -5.07
C -5.29 1.45 -0.41
Br -5.24 0.91 -2.26
Br -6.53 0.39 0.62
Br -3.52 1.45 0.37
H -5.65 2.48 -0.39
C -0.61 -2.72 5.53
Br -2.21 -1.63 5.57
Br -0.64 -3.99 4.08
Br 0.99 -1.63 5.49
H -0.59 -3.28 6.45
C -4.53 -2.86 -3.11
Br -3.13 -3.76 -2.12
Br -4.73 -3.58 -4.89
Br -6.20 -2.86 -2.14
H -4.23 -1.83 -3.22
C -8.63 -5.21 -4.29
Br -8.46 -4.34 -6.01
Br -10.46 -5.69 -3.91
Br -7.44 -6.72 -4.13
H -8.33 -4.48 -3.54
C -2.30 5.12 3.52
Br -2.20 6.87 2.73
Br -1.55 3.76 2.35
Br -1.48 5.07 5.27
H -3.35 4.88 3.66
```

As for the net charge: +1. Its multiplicity is 1. The value obtained for the energy is -1579487.8292 eV.

These are the Mulliken partial charges, in e, on atoms 1 to 5: -0.67, -0.43, -0.24, 0.56, -1.60



Here are the calculated F_max numbers, same order: 8.5; 8.3; 4.7; 1.7; 2.4; 3.3 (eV/Å).